Entry 1:
A cluster of 12 separate species, C5H34O11S in total at a distorted geometry, computed with ωB97M-V with the def2-TZVPD basis set.

XYZ file:
```
51
C5H34O11S ωB97M-V with the def2-TZVPD basis set
C -3.171 -0.802 -2.562
C -1.631 -0.610 -2.405
C -1.095 -1.220 -1.058
C 0.436 -1.278 -1.089
S 1.188 -2.832 -1.751
C 1.003 -4.090 -0.506
H -3.917 -0.080 -2.237
H -3.260 -0.965 -3.643
H -3.380 -1.734 -2.028
H -1.174 0.381 -2.474
H -1.146 -1.257 -3.184
H -1.583 -2.185 -0.973
H -1.459 -0.676 -0.168
H 0.815 -0.589 -1.838
H 0.967 -0.939 -0.189
H 1.189 -3.861 0.553
H 1.618 -4.899 -0.928
H 0.083 -4.682 -0.573
O -3.117 1.934 -1.395
H -3.068 2.413 -0.562
H -3.998 2.115 -1.745
O 2.942 1.998 2.813
H 3.433 2.048 3.608
H 2.906 2.726 2.197
O -1.466 1.578 3.374
H -1.785 1.028 2.657
H -0.567 1.852 3.165
O 4.544 1.340 -0.433
H 3.962 2.087 -0.204
H 3.941 0.672 -0.064
O 0.801 -3.157 2.665
H 1.061 -3.284 1.730
H -0.111 -3.485 2.708
O -0.503 -0.910 1.803
H -0.012 -1.620 2.254
H 0.240 -0.327 1.565
O 0.170 1.933 -0.681
H 0.516 1.886 -1.585
H -0.673 1.493 -0.679
O 1.228 1.527 -3.427
H 1.415 2.164 -4.130
H 2.142 1.240 -3.249
O -4.147 1.737 1.711
H -3.731 1.886 2.587
H -3.717 0.919 1.457
O 1.845 -0.487 2.554
H 2.323 0.323 2.806
H 2.379 -1.251 2.795
O 2.221 3.226 0.435
H 1.855 4.087 0.193
H 1.488 2.630 0.133
```

The structure (SMILES) is CCCCSC.O.O.O.O.O.O.O.O.O.O.O. For the total energy, the calculation gives -1436.6705 hartree. For the energy above the lowest of the compared OMol25 structures with the same formula, charge and spin, the calculation gives 0.00 kcal per mole.

Entry 2:
A structure of composition C4H4LiO2 at a distorted geometry, computed with ωB97M-V with the def2-TZVPD basis set.

XYZ file:
```
11
C4H4LiO2 ωB97M-V with the def2-TZVPD basis set
O 3.100 -0.108 -0.631
C 2.014 0.375 -0.307
C 0.764 0.383 -0.407
C -0.648 0.484 -0.372
C -1.400 -0.692 0.190
H -1.135 1.087 -1.143
H -2.386 -0.866 -0.245
H -0.847 -1.539 0.598
H 2.960 -0.905 -1.252
Li -1.159 1.271 2.663
O -1.263 0.510 0.906
```

As for the spin multiplicity: 2. As for the total charge: +2. For the total energy, the calculation gives -312.0055 hartree. For the energy above the lowest of the compared OMol25 structures with the same formula, charge and spin, the calculation gives 65.85 kcal per mole.

Entry 3:
An isolated molecule of C4H9NO at a distorted geometry, computed with ωB97M-V with the def2-TZVPD basis set.

XYZ file:
```
15
C4H9NO ωB97M-V with the def2-TZVPD basis set
C 0.432 -0.535 -1.909
C 0.500 -0.556 -0.428
N -0.400 -1.368 0.408
C -0.531 0.033 0.416
C -0.193 0.702 1.722
O -0.239 2.111 1.584
H 1.288 0.139 -2.315
H 0.590 -1.581 -2.370
H -0.620 -0.167 -2.344
H 1.493 -0.422 0.057
H -1.091 -1.832 -0.137
H -1.433 0.446 -0.071
H 0.785 0.289 2.052
H -1.007 0.363 2.450
H 0.427 2.378 0.886
```

The structure (SMILES) is C[C@@H]1N[C@H]1CO. For the total energy, the calculation gives -287.7378 hartree. For the energy above the lowest of the compared OMol25 structures with the same formula, charge and spin, the calculation gives 59.42 kcal per mole.

Entry 4:
An isolated molecule of C6H9N at a distorted geometry, computed with ωB97M-V with the def2-TZVPD basis set.

XYZ file:
```
16
C6H9N ωB97M-V with the def2-TZVPD basis set
C -0.729 -2.110 -1.378
C -0.154 -0.925 -0.595
C 0.796 -0.115 -1.192
N 1.076 0.892 -0.300
C 0.310 0.765 0.822
C 0.039 1.915 1.726
C -0.442 -0.384 0.684
H -1.598 -2.407 -0.803
H -0.909 -1.824 -2.404
H -0.053 -2.971 -1.384
H 1.333 -0.295 -2.100
H 1.521 1.748 -0.528
H -0.226 1.519 2.709
H 0.839 2.645 1.842
H -0.849 2.489 1.448
H -0.951 -0.944 1.453
```

The structure (SMILES) is Cc1c[nH]c(C)c1. For the total energy, the calculation gives -288.7621 hartree. For the energy above the lowest of the compared OMol25 structures with the same formula, charge and spin, the calculation gives 12.54 kcal per mole.

Entry 5:
A cluster of 2 separate species, C3H12N3O2 in total at a distorted geometry, computed with ωB97M-V with the def2-TZVPD basis set.

XYZ file:
```
20
C3H12N3O2 ωB97M-V with the def2-TZVPD basis set
N -1.402 0.808 1.367
C -1.694 1.811 0.293
C -0.536 1.913 -0.733
N -0.668 0.983 -1.805
H -0.958 -0.058 0.964
H -0.680 1.107 2.032
H -2.216 0.561 1.937
H -2.612 1.501 -0.200
H -1.827 2.778 0.767
H -0.556 2.942 -1.102
H 0.438 1.761 -0.219
H 0.126 0.945 -2.465
H -0.720 -0.018 -1.535
N 1.448 -2.362 -0.653
C 1.061 -1.444 0.246
O 1.929 -0.431 0.478
O -0.019 -1.459 0.821
H 2.300 -2.259 -1.181
H 0.742 -2.952 -1.070
H 2.857 -0.719 0.450
```

As for the spin multiplicity: 2. As for the total charge: +2. For the total energy, the calculation gives -435.5677 hartree. For the energy above the lowest of the compared OMol25 structures with the same formula, charge and spin, the calculation gives 0.00 kcal per mole.

Entry 6:
A structure of composition C35H26BrCoF4NOPS2 at a distorted geometry, computed with ωB97M-V with the def2-TZVPD basis set.

XYZ file:
```
72
C35H26BrCoF4NOPS2 ωB97M-V with the def2-TZVPD basis set
Co 0.145 -0.204 -0.081
F -6.124 -1.345 -3.366
C -5.241 -1.149 -2.413
C -5.637 -0.698 -1.165
F -6.911 -0.470 -0.918
C -4.696 -0.497 -0.164
F -5.163 -0.150 1.031
C -3.336 -0.706 -0.381
P -2.015 -0.431 0.878
C -2.015 -2.053 1.695
C -3.114 -2.531 2.403
C -3.063 -3.796 2.970
C -1.936 -4.591 2.815
C -0.846 -4.129 2.091
C -0.886 -2.860 1.542
C -2.697 0.855 1.947
C -3.017 2.075 1.350
C -3.556 3.092 2.117
C -3.763 2.900 3.478
C -3.434 1.692 4.073
C -2.888 0.668 3.314
C -2.979 -1.199 -1.634
Br -1.181 -1.671 -1.998
C -3.899 -1.416 -2.640
F -3.507 -1.880 -3.818
H -4.006 -1.926 2.514
H -3.906 -4.165 3.538
H -1.902 -5.576 3.262
H 0.029 -4.750 1.957
H -0.025 -2.489 0.986
H -2.867 2.218 0.285
H -3.827 4.032 1.655
H -4.175 3.700 4.079
H -3.608 1.535 5.129
H -2.637 -0.280 3.774
S 0.553 0.164 3.066
C 1.964 0.317 2.184
N 2.085 -0.025 0.890
C 3.374 0.138 0.467
C 3.885 -0.195 -0.797
C 5.212 0.024 -1.056
C 6.072 0.566 -0.079
C 5.605 0.885 1.176
C 4.257 0.665 1.446
S 3.423 0.911 2.928
H 3.238 -0.636 -1.542
H 5.611 -0.233 -2.028
H 7.118 0.714 -0.313
H 6.261 1.283 1.937
C 4.991 2.202 -6.233
C 4.101 2.078 -5.043
C 3.290 0.959 -4.854
C 2.433 0.849 -3.779
C 1.608 -0.397 -3.671
C 2.365 1.924 -2.840
C 1.471 1.956 -1.737
O 0.630 1.100 -1.375
C 3.216 3.060 -3.008
C 3.220 4.223 -2.052
C 4.064 3.100 -4.090
H 5.018 1.289 -6.821
H 6.004 2.467 -5.927
H 4.636 3.015 -6.872
H 3.330 0.153 -5.578
H 2.002 -1.162 -4.339
H 0.574 -0.204 -3.964
H 1.592 -0.797 -2.659
H 1.490 2.886 -1.160
H 3.311 3.907 -1.013
H 2.311 4.820 -2.154
H 4.058 4.878 -2.277
H 4.721 3.951 -4.224
```

As for the spin multiplicity: 5. As for the total charge: +2. For the total energy, the calculation gives -6972.7710 hartree. For the energy above the lowest of the compared OMol25 structures with the same formula, charge and spin, the calculation gives 13.79 kcal per mole.

Entry 7:
A structure of composition C3H6N2 at a distorted geometry, computed with ωB97M-V with the def2-TZVPD basis set.

XYZ file:
```
11
C3H6N2 ωB97M-V with the def2-TZVPD basis set
C 1.072 -0.459 1.040
C 0.196 0.552 0.950
C 0.442 -1.092 -0.146
N -0.646 -0.075 0.016
N -1.007 0.966 -1.168
H 1.956 -0.628 1.736
H -0.028 1.577 1.210
H 0.979 -0.971 -1.238
H 0.148 -2.095 -0.042
H -1.438 1.750 -0.563
H -1.673 0.475 -1.795
```

For the total energy, the calculation gives -227.2729 hartree. For the energy above the lowest of the compared OMol25 structures with the same formula, charge and spin, the calculation gives 95.32 kcal per mole.

> Look up the total energy of the seventh one.

-227.2729 hartree

> Which of these has the highest energy above the lowest of the compared OMol25 structures with the same formula, charge and spin?

C3H6N2